No. 1
{
  "formula": "O5S2",
  "method": "wB97M-V/def2-TZVPD",
  "species": ["O", "O", "O", "O", "O", "S", "S"],
  "coordinates": [[-1.214, 2.320, -0.374], [1.848, -0.682, 0.070], [-0.386, -0.046, -1.130], [-0.120, -2.107, 0.658], [-0.549, 0.588, 1.201], [-0.178, 1.273, -0.033], [0.600, -1.347, -0.392]],
  "mol_weight_da": 144.13,
  "energy_ev": -31906.50273,
  "de_lowest_kj_mol": 83.8,
  "charge": -2,
  "e_homo_ev": 0.825
}

***

No. 2
{
  "formula": "C2F2IO2",
  "method": "wB97M-V/def2-TZVPD",
  "species": ["C", "C", "O", "O", "F", "F", "I"],
  "coordinates": [[-0.920, 0.837, 0.096], [0.393, -0.546, -0.028], [-1.057, 1.328, -1.008], [-1.365, 0.910, 1.176], [0.294, -1.548, 0.937], [0.269, -1.172, -1.217], [2.386, 0.191, 0.043]],
  "mol_weight_da": 220.92,
  "energy_ev": -19706.06120,
  "de_lowest_kj_mol": 0.3,
  "charge": -1,
  "e_homo_ev": -4.423
}

***

No. 3
{
  "formula": "C24H36O12",
  "method": "wB97M-V/def2-TZVPD",
  "species": ["O", "C", "O", "C", "C", "C", "H", "H", "H", "H", "H", "H", "O", "C", "O", "C", "C", "C", "H", "H", "H", "H", "H", "H", "O", "C", "O", "C", "C", "C", "H", "H", "H", "H", "H", "H", "O", "C", "O", "C", "C", "C", "H", "H", "H", "H", "H", "H", "O", "C", "O", "C", "C", "C", "H", "H", "H", "H", "H", "H", "O", "C", "O", "C", "C", "C", "H", "H", "H", "H", "H", "H"],
  "coordinates": [[-10.310, -1.979, 0.198], [-9.141, -2.196, 0.001], [-8.532, -1.980, -1.109], [-7.109, -2.342, -1.094], [-6.828, -2.524, 0.379], [-8.188, -2.829, 0.971], [-6.517, -1.540, -1.534], [-7.000, -3.270, -1.655], [-6.407, -1.619, 0.818], [-6.188, -3.383, 0.582], [-8.392, -2.465, 1.978], [-8.452, -3.887, 0.990], [3.863, 10.575, 0.344], [3.138, 9.632, 0.584], [3.608, 8.566, 1.207], [2.522, 7.655, 1.420], [1.307, 8.515, 1.368], [1.656, 9.520, 0.282], [2.578, 7.200, 2.409], [2.575, 6.877, 0.659], [1.310, 9.048, 2.319], [0.311, 8.076, 1.308], [1.172, 10.466, 0.524], [1.579, 9.269, -0.776], [6.606, 4.807, -1.734], [5.627, 4.724, -2.499], [5.130, 3.570, -2.969], [4.154, 3.738, -3.945], [3.700, 5.188, -3.765], [4.939, 5.868, -3.186], [3.261, 3.127, -3.816], [4.555, 3.470, -4.923], [2.872, 5.192, -3.057], [3.432, 5.751, -4.660], [4.552, 6.714, -2.618], [5.704, 6.127, -3.918], [-0.718, -9.613, -2.097], [-1.164, -8.496, -2.082], [-2.319, -8.218, -1.478], [-2.706, -6.945, -1.901], [-1.482, -6.205, -2.222], [-0.560, -7.283, -2.727], [-3.333, -6.476, -1.142], [-3.215, -6.937, -2.864], [-0.997, -5.550, -1.498], [-1.776, -5.449, -2.950], [0.481, -7.248, -2.409], [-0.576, -7.284, -3.817], [3.401, -6.193, 1.239], [3.164, -5.836, 2.403], [4.113, -5.847, 3.322], [3.461, -5.582, 4.561], [2.181, -4.793, 4.393], [1.839, -5.301, 2.974], [4.029, -4.959, 5.251], [3.265, -6.485, 5.139], [2.429, -3.732, 4.443], [1.385, -5.069, 5.085], [1.539, -4.374, 2.484], [1.213, -6.191, 3.033], [-0.464, 3.637, -0.293], [-0.397, 2.544, 0.233], [-1.395, 1.665, 0.340], [-1.039, 0.472, 1.026], [0.378, 0.637, 1.366], [0.789, 2.115, 1.033], [-1.269, -0.474, 0.537], [-1.557, 0.504, 1.985], [1.120, 0.025, 0.852], [0.493, 0.327, 2.405], [1.683, 2.167, 0.412], [0.921, 2.789, 1.879]],
  "smiles": "O=C1CCCO1.O=C1CCCO1.O=C1CCCO1.O=C1CCCO1.O=C1CCCO1.O=C1CCCO1",
  "mol_weight_da": 516.54,
  "energy_ev": -50040.08032,
  "de_lowest_kj_mol": 345.1,
  "charge": 0,
  "e_homo_ev": -10.040
}

***

No. 4
{
  "formula": "C5H8N",
  "method": "wB97M-V/def2-TZVPD",
  "species": ["C", "C", "C", "C", "C", "N", "H", "H", "H", "H", "H", "H", "H", "H"],
  "coordinates": [[-2.228, -0.069, -0.056], [-1.561, 1.058, 0.342], [-0.655, 0.487, -0.616], [-0.996, -0.832, -0.153], [2.091, 1.102, 0.298], [-0.564, -2.043, 0.084], [-3.263, -0.047, -0.403], [-0.315, 0.969, -1.576], [3.095, 1.352, 0.379], [1.552, 1.943, 0.469], [1.847, 0.907, -0.758], [1.843, 0.280, 1.062], [0.320, -2.450, 0.200], [-1.164, -2.656, 0.727]],
  "mol_weight_da": 82.13,
  "energy_ev": -6791.89176,
  "de_lowest_kj_mol": 597.9,
  "charge": 1,
  "e_homo_ev": -14.494
}

***

No. 5
{
  "formula": "C27H69Cl8O24P5",
  "method": "wB97M-V/def2-TZVPD",
  "species": ["C", "Cl", "Cl", "H", "H", "C", "Cl", "Cl", "H", "H", "C", "Cl", "Cl", "H", "H", "C", "Cl", "Cl", "H", "H", "C", "O", "P", "O", "O", "C", "O", "C", "H", "H", "H", "H", "H", "H", "H", "H", "H", "C", "O", "P", "O", "O", "C", "O", "C", "H", "H", "H", "H", "H", "H", "H", "H", "H", "C", "O", "P", "O", "O", "C", "O", "C", "H", "H", "H", "H", "H", "H", "H", "H", "H", "C", "O", "P", "O", "O", "C", "O", "C", "H", "H", "H", "H", "H", "H", "H", "H", "H", "C", "O", "P", "O", "O", "C", "O", "C", "H", "H", "H", "H", "H", "H", "H", "H", "H", "O", "C", "O", "C", "C", "C", "H", "H", "H", "H", "H", "H", "H", "H", "O", "C", "O", "C", "C", "C", "H", "H", "H", "H", "H", "H", "H", "H"],
  "coordinates": [[-0.493, -6.333, 1.695], [-1.944, -7.301, 1.873], [0.849, -7.284, 0.918], [-0.677, -5.458, 1.071], [-0.227, -5.984, 2.693], [1.068, -6.457, -4.827], [1.264, -4.643, -4.660], [0.670, -7.164, -3.183], [0.297, -6.630, -5.577], [2.056, -6.800, -5.138], [6.880, -3.230, -1.869], [5.986, -3.802, -0.443], [8.550, -3.736, -1.956], [6.393, -3.521, -2.800], [6.842, -2.141, -1.847], [-2.874, -1.078, -4.675], [-3.953, -0.055, -5.609], [-2.477, -2.473, -5.590], [-1.978, -0.469, -4.561], [-3.295, -1.373, -3.713], [-5.360, 4.080, -3.701], [-4.265, 3.222, -3.458], [-2.811, 3.404, -4.092], [-2.231, 4.766, -3.970], [-1.959, 2.382, -3.288], [-0.531, 2.232, -3.216], [-2.928, 2.793, -5.612], [-1.869, 2.815, -6.538], [-5.906, 3.757, -4.587], [-5.053, 5.090, -3.972], [-6.048, 4.201, -2.865], [0.022, 2.550, -4.100], [-0.245, 1.217, -2.938], [-0.169, 2.853, -2.397], [-2.206, 3.185, -7.507], [-1.440, 1.836, -6.750], [-1.115, 3.552, -6.263], [-0.426, -0.317, 0.683], [0.579, -1.058, -0.045], [0.212, -1.947, -1.336], [-0.674, -1.206, -2.283], [1.616, -2.523, -1.966], [2.502, -3.298, -1.158], [-0.443, -3.280, -0.682], [-0.866, -4.345, -1.530], [-1.447, -0.437, 0.318], [-0.207, 0.745, 0.579], [-0.393, -0.745, 1.685], [3.534, -3.151, -1.477], [2.239, -4.347, -1.030], [2.459, -2.967, -0.121], [-0.522, -4.153, -2.546], [-1.929, -4.561, -1.641], [-0.466, -5.309, -1.213], [2.928, 0.131, -3.170], [2.960, 0.227, -1.759], [4.224, 0.879, -0.974], [5.333, -0.090, -0.920], [4.521, 2.322, -1.639], [3.462, 3.206, -2.108], [3.525, 1.285, 0.413], [3.382, 0.352, 1.476], [3.864, 0.477, -3.610], [2.103, 0.749, -3.524], [2.780, -0.870, -3.574], [3.727, 3.708, -3.038], [3.194, 3.883, -1.296], [2.571, 2.719, -2.505], [2.520, 0.586, 2.101], [4.287, 0.561, 2.046], [3.285, -0.685, 1.155], [2.857, -2.996, 3.216], [1.789, -2.101, 3.671], [0.566, -2.740, 4.514], [0.091, -4.053, 4.048], [-0.596, -1.592, 4.423], [-1.675, -1.653, 5.281], [1.023, -2.720, 6.108], [1.669, -1.557, 6.649], [3.108, -2.695, 2.199], [2.572, -4.047, 3.172], [3.757, -2.827, 3.808], [-1.844, -0.716, 5.812], [-1.541, -2.409, 6.054], [-2.625, -1.929, 4.822], [2.698, -1.875, 6.815], [1.212, -1.304, 7.606], [1.670, -0.690, 5.989], [-2.828, 4.554, -0.203], [-1.956, 4.755, 0.894], [-2.092, 4.038, 2.352], [-1.139, 4.418, 3.397], [-3.627, 4.325, 2.786], [-3.979, 5.699, 3.045], [-2.080, 2.463, 1.981], [-2.712, 1.425, 2.824], [-2.253, 4.214, -1.064], [-3.245, 5.476, -0.608], [-3.642, 3.854, -0.010], [-5.024, 5.844, 3.321], [-3.826, 6.380, 2.208], [-3.354, 6.186, 3.794], [-1.908, 1.064, 3.466], [-2.950, 0.551, 2.218], [-3.590, 1.754, 3.380], [-4.168, -3.450, -0.148], [-3.708, -2.592, 0.562], [-3.754, -1.312, 0.269], [-4.435, -0.815, -0.894], [-3.939, 0.561, -1.068], [-2.884, -2.918, 1.801], [-5.500, -0.819, -0.662], [-4.256, -1.345, -1.829], [-4.193, 0.963, -2.049], [-2.856, 0.676, -1.112], [-4.367, 1.337, -0.433], [-1.809, -2.930, 1.621], [-3.072, -3.913, 2.203], [-3.054, -2.121, 2.525], [2.933, 4.781, 1.265], [2.498, 3.757, 1.763], [3.093, 3.013, 2.690], [4.330, 3.366, 3.266], [4.480, 2.633, 4.600], [1.155, 3.226, 1.287], [4.431, 4.451, 3.291], [5.187, 3.052, 2.670], [4.560, 1.549, 4.508], [3.618, 2.856, 5.228], [5.343, 2.982, 5.167], [0.470, 4.040, 1.052], [0.707, 2.743, 2.155], [1.399, 2.580, 0.443]],
  "smiles": "COP(=O)(OC)OC.COP(=O)(OC)OC.COP(=O)(OC)OC.COP(=O)(OC)OC.COP(=O)(OC)OC.CCOC(C)=O.CCOC(C)=O.ClCCl.ClCCl.ClCCl.ClCCl",
  "mol_weight_da": 1216.32,
  "energy_ev": -224892.24762,
  "charge": 0,
  "e_homo_ev": -9.972
}

***

Number 1: lowest unoccupied orbital energy 0.2420 Ha. Number 2: lowest unoccupied orbital energy 0.1094 Ha. Number 3: lowest unoccupied orbital energy -0.0140 Ha. Number 4: lowest unoccupied orbital energy -0.1731 Ha. Number 5: lowest unoccupied orbital energy 0.0127 Ha.